No. 1
This record from OMol25 describes a cluster of 2 separate species, C7H9NO2S in total. The level of theory is ωB97M-V/def2-TZVPD.

Its molar mass is 171.2 g mol⁻¹. The energy above the lowest of the compared OMol25 structures with the same formula, charge and spin comes out at 4.7311 eV. The largest force on an atom comes out at 5.1 eV/A. The calculation puts the gap between HOMO and LUMO at 0.329 Ha.

Structure (ORCA input):
```
! RIJCOSX wB97M-V def2-TZVPD def2/J DEFGRID3
* xyz 0 1
C 0.444 2.366 1.649
C -0.760 2.702 1.085
C -0.472 -2.243 -1.890
C 0.174 -1.060 -1.731
C 1.171 1.270 1.171
C 0.473 0.661 0.163
C 0.931 -0.553 -0.550
N -1.531 -0.268 1.738
O -1.685 -1.352 0.844
O -0.948 -0.544 2.709
S -0.871 1.583 -0.407
H 0.776 3.052 2.441
H -1.553 3.381 1.198
H -0.626 -2.550 -2.949
H -0.430 -2.927 -1.043
H 0.163 -0.329 -2.650
H 2.010 0.712 1.409
H -2.361 -1.072 0.171
H 0.941 -1.369 0.233
H 1.997 -0.467 -0.712
*
```

Atom charges from the Löwdin analysis, given in e for atoms 1 to 8:
1. C -0.226
2. C -0.274
3. C -0.008
4. C -0.224
5. C -0.134
6. C -0.611
7. C -0.247
8. N -0.126

=====

No. 2
This record from OMol25 describes a cluster of 4 separate species, C16H35O8S4 in total. The level of theory is ωB97M-V/def2-TZVPD.

Its molar mass is 483.7 g mol⁻¹. The largest force on an atom comes out at 3.4 eV/A. The calculation puts the gap between HOMO and LUMO at 0.295 Ha.

Structure (ORCA input):
```
! RIJCOSX wB97M-V def2-TZVPD def2/J DEFGRID3
* xyz 1 1
C 3.493 -3.742 0.754
C 3.069 -3.103 -0.602
O 2.601 -1.715 -0.514
S 1.332 -1.454 0.476
O -0.026 -2.195 -0.022
C -0.107 -3.621 0.329
C -1.537 -4.101 0.739
H 4.539 -4.055 0.654
H 3.440 -3.045 1.603
H 2.906 -4.653 0.917
H 3.935 -3.127 -1.274
H 2.285 -3.665 -1.127
H 1.627 -1.782 1.792
H 0.620 -3.932 1.090
H 0.140 -4.184 -0.585
H -1.900 -3.600 1.642
H -2.232 -4.020 -0.117
H -1.422 -5.171 0.955
C 4.025 1.979 1.668
C 4.773 2.387 2.941
C 4.728 1.195 3.903
S 4.611 -0.270 2.880
O 3.322 -0.903 3.113
O 5.843 -1.013 2.954
C 4.543 0.588 1.314
H 4.192 2.685 0.856
H 2.950 1.939 1.866
H 5.810 2.620 2.693
H 4.338 3.275 3.397
H 5.626 1.131 4.513
H 3.847 1.227 4.544
H 3.897 0.050 0.625
H 5.557 0.632 0.918
C -2.944 -0.291 -2.604
C -4.210 0.129 -3.356
C -4.975 -1.152 -3.717
S -4.544 -2.357 -2.464
O -3.802 -3.430 -3.084
O -5.692 -2.607 -1.625
C -3.398 -1.321 -1.577
H -2.454 0.562 -2.130
H -2.233 -0.745 -3.301
H -4.823 0.756 -2.709
H -3.975 0.710 -4.247
H -6.051 -0.998 -3.708
H -4.664 -1.548 -4.682
H -2.586 -1.929 -1.182
H -3.941 -0.846 -0.759
C -0.969 4.013 0.485
C -2.055 5.083 0.325
C -2.802 4.786 -0.980
S -2.670 3.019 -1.241
O -1.882 2.785 -2.428
O -3.964 2.407 -1.051
C -1.652 2.682 0.189
H -0.533 4.025 1.485
H -0.166 4.190 -0.235
H -2.748 5.027 1.167
H -1.633 6.087 0.315
H -3.853 5.059 -0.919
H -2.339 5.283 -1.831
H -0.955 1.878 -0.038
H -2.314 2.388 1.005
*
```

Atom charges from the Löwdin analysis, given in e for atoms 1 to 8:
1. C -0.048
2. C -0.219
3. O -0.361
4. S 1.173
5. O -0.349
6. C -0.257
7. C -0.032
8. H 0.093

=====

No. 3
This record from OMol25 describes the molecule C24H32N4O6S. The level of theory is ωB97M-V/def2-TZVPD.

Its molar mass is 504.6 g mol⁻¹. The energy above the lowest of the compared OMol25 structures with the same formula, charge and spin comes out at 0.0572 eV. The largest force on an atom comes out at 1.1 eV/A. The calculation puts the gap between HOMO and LUMO at 0.314 Ha.

Structure (ORCA input):
```
! RIJCOSX wB97M-V def2-TZVPD def2/J DEFGRID3
* xyz 0 1
C 4.755 5.830 0.714
C 4.505 5.478 2.173
H 5.437 5.547 2.742
H 3.750 6.134 2.614
O 3.971 4.163 2.314
C 4.876 3.157 2.274
O 6.068 3.321 2.167
N 4.292 1.943 2.422
C 2.868 1.710 2.410
H 2.618 1.073 3.268
H 2.345 2.659 2.502
C 2.453 0.996 1.113
N 3.239 -0.201 0.949
C 2.775 -1.466 0.930
O 3.506 -2.436 1.060
C 1.309 -1.671 0.708
C 0.708 -2.650 1.430
N -0.574 -3.051 1.282
C -1.337 -2.515 0.267
C -2.660 -2.924 0.032
C -3.394 -2.365 -0.989
C -2.829 -1.398 -1.809
C -1.533 -0.995 -1.613
C -0.773 -1.531 -0.570
C 0.605 -1.034 -0.394
O 1.081 -0.174 -1.121
H -1.072 -0.271 -2.268
S -3.826 -0.673 -3.120
O -4.914 -1.573 -3.370
O -2.955 -0.306 -4.194
N -4.483 0.722 -2.523
C -5.551 0.615 -1.561
C -5.047 0.738 -0.121
C -4.253 2.034 0.033
C -3.098 2.054 -0.967
C -3.639 1.884 -2.388
H -2.833 1.770 -3.113
H -4.233 2.765 -2.662
H -2.403 1.246 -0.735
H -2.555 2.998 -0.901
H -3.871 2.123 1.052
H -4.912 2.885 -0.155
H -4.405 -0.113 0.118
H -5.898 0.728 0.562
H -6.037 -0.344 -1.739
H -6.272 1.415 -1.764
H -4.407 -2.679 -1.187
H -3.120 -3.685 0.639
C -1.057 -4.136 2.117
C -0.920 -5.483 1.413
H -1.494 -5.500 0.490
H -1.275 -6.278 2.062
H 0.123 -5.671 1.170
H -0.462 -4.141 3.033
H -2.094 -3.946 2.398
H 1.277 -3.155 2.198
C 4.669 0.034 0.965
H 4.929 0.662 0.106
C 5.079 0.740 2.259
H 4.900 0.081 3.115
H 6.131 1.023 2.228
H 5.168 -0.932 0.878
H 2.619 1.656 0.254
H 1.394 0.751 1.163
H 3.842 5.713 0.135
H 5.094 6.860 0.640
H 5.522 5.177 0.305
*
```

Atom charges from the Löwdin analysis, given in e for atoms 1 to 8:
1. C -0.063
2. C -0.220
3. H 0.121
4. H 0.122
5. O -0.015
6. C -0.538
7. O 0.092
8. N -0.039

=====

No. 4
This record from OMol25 describes the molecule C11H12ClNO. The level of theory is ωB97M-V/def2-TZVPD.

Its molar mass is 209.7 g mol⁻¹. The energy above the lowest of the compared OMol25 structures with the same formula, charge and spin comes out at 3.4025 eV. The largest force on an atom comes out at 4.2 eV/A. The calculation puts the gap between HOMO and LUMO (spin up / spin down) at 0.212 / 0.310 Ha.

Structure (ORCA input):
```
! RIJCOSX wB97M-V def2-TZVPD def2/J DEFGRID3
* xyz 0 1
C -2.327 0.926 -0.491
C 0.317 0.119 -2.103
C 0.447 1.235 -1.328
C 2.044 -1.125 0.690
C 0.786 -1.302 1.367
C -1.441 -1.389 -0.966
C 0.075 -1.100 -1.141
C -2.094 -0.405 -0.032
C 0.598 0.872 -0.014
C 0.729 -0.568 0.136
C 0.582 1.639 1.253
N -2.559 1.936 -0.985
O 0.293 3.024 1.264
Cl -2.167 -0.800 1.634
H -0.080 0.114 -3.022
H 0.161 2.280 -1.633
H 2.798 -0.386 1.083
H 2.572 -1.809 0.066
H 0.530 -2.406 1.404
H 0.673 -0.712 2.239
H -1.762 -1.399 -1.966
H -1.619 -2.240 -0.399
H 0.591 -2.059 -1.495
H 1.622 1.448 1.554
H -0.094 1.110 1.933
H -0.673 2.997 0.953
*
```

Atom charges from the Löwdin analysis, given in e for atoms 1 to 8:
1. C -0.278
2. C 0.015
3. C -0.052
4. C -0.058
5. C -0.171
6. C -0.143
7. C -0.186
8. C -0.595

=====

Which formula does entry 3 have?
C24H32N4O6S